Here is a molecular structure, C35H38FN2OPPdSi from OMol25. Energies are from ωB97M-V with the def2-TZVPD basis set.

```
80
Properties=species:S:1:pos:R:3:lowdin_charge:R:1
Pd -0.51 0.40 0.18 0.51
C 3.74 4.73 -2.05 -0.09
C 3.65 4.89 -0.68 -0.09
C 2.66 4.23 0.04 -0.10
C 1.74 3.40 -0.61 -0.37
C 1.86 3.23 -1.99 -0.10
C 2.84 3.90 -2.71 -0.08
P 0.37 2.51 0.21 0.99
C 0.55 2.95 1.97 -0.35
C 0.81 1.93 2.88 -0.13
C 0.89 2.20 4.24 -0.09
C 0.72 3.50 4.70 -0.09
C 0.46 4.53 3.80 -0.08
C 0.37 4.25 2.45 -0.09
C -1.08 3.49 -0.31 -0.31
C -1.03 4.80 -0.71 -0.09
C -2.22 5.51 -0.95 -0.08
C -3.43 4.90 -0.75 -0.04
C -3.51 3.55 -0.36 -0.18
C -4.76 2.90 -0.17 -0.06
C -4.78 1.58 0.19 -0.10
C -3.58 0.85 0.35 -0.13
C -2.34 1.42 0.17 -0.17
C -2.32 2.81 -0.16 -0.21
H 4.50 5.25 -2.61 0.10
H 4.35 5.52 -0.16 0.10
H 2.60 4.37 1.12 0.10
H 1.17 2.57 -2.50 0.11
H 2.91 3.76 -3.78 0.10
H 0.97 0.93 2.52 0.08
H 1.09 1.40 4.94 0.10
H 0.77 3.71 5.76 0.10
H 0.32 5.54 4.16 0.10
H 0.14 5.05 1.75 0.10
H -0.07 5.29 -0.85 0.10
H -2.17 6.54 -1.27 0.10
H -4.35 5.46 -0.91 0.11
H -5.67 3.45 -0.31 0.10
H -5.73 1.08 0.34 0.09
H -3.67 -0.21 0.59 0.07
C 4.25 1.44 2.63 -0.17
Si 4.60 0.42 1.11 0.41
C 5.17 1.55 -0.26 -0.15
C 5.96 -0.81 1.50 -0.17
N 3.13 -0.46 0.73 0.07
C 2.97 -1.45 -0.11 -0.31
C 3.84 -1.82 -1.19 -0.01
C 3.57 -2.89 -2.00 -0.08
C 2.44 -3.68 -1.78 -0.06
C 1.55 -3.38 -0.75 -0.01
C 1.82 -2.29 0.04 -0.23
F 1.00 -1.99 1.04 0.06
H 5.14 2.00 2.92 0.03
H 3.96 0.81 3.48 0.03
H 3.44 2.16 2.46 0.01
H 6.07 2.08 0.08 0.04
H 4.42 2.30 -0.51 0.00
H 5.44 1.02 -1.17 0.03
H 6.87 -0.27 1.75 0.03
H 6.18 -1.47 0.66 0.02
H 5.69 -1.44 2.36 0.03
H 4.72 -1.21 -1.36 0.09
H 4.25 -3.14 -2.81 0.10
H 2.23 -4.53 -2.43 0.11
H 0.66 -3.96 -0.56 0.12
C -3.11 -3.56 -1.00 -0.03
N -2.92 -3.25 0.41 -0.14
C -3.73 -3.92 1.42 -0.05
C -2.08 -2.24 0.71 -0.52
C -1.95 -1.82 2.15 -0.01
O -1.45 -1.69 -0.20 -0.07
H -3.84 -4.36 -1.10 0.08
H -2.17 -3.87 -1.46 0.09
H -3.47 -2.68 -1.54 0.10
H -4.13 -4.84 0.99 0.08
H -4.57 -3.31 1.75 0.09
H -3.13 -4.19 2.28 0.09
H -2.92 -1.77 2.65 0.08
H -1.48 -0.84 2.18 0.06
H -1.32 -2.53 2.69 0.10
```

E   -65303.58873 eV
Spin multiplicity   3
Orbital gap (spin up / spin down)   6.28 / 5.71 eV
E_HOMO (spin up / spin down)   -5.70 / -7.15 eV
Energy relative to the best compared isomer or geometry (same formula, charge and spin)   1.3 kcal per mole
Largest force on an atom   0.6 eV Å⁻¹

Here is 2 unconnected molecules or ions with the total composition C5H13N2O in a non-equilibrium geometry from OMol25. Energies are from ωB97M-V with the def2-TZVPD basis set.

```
21
Properties=species:S:1:pos:R:3:lowdin_charge:R:1
O 0.47 -0.39 -0.55 0.14
C 0.82 -0.32 0.61 -0.19
C 0.41 0.67 1.57 0.19
C -0.42 1.80 1.15 -0.13
C -1.96 1.73 1.35 -0.10
C -2.50 0.48 0.56 -0.23
N -2.48 0.76 -0.86 0.08
N 4.81 -3.75 -2.94 0.00
H 1.54 -1.07 0.96 0.14
H 0.82 0.61 2.57 0.15
H -0.27 1.84 0.06 0.13
H -0.03 2.74 1.57 0.16
H -2.20 1.63 2.41 0.12
H -2.56 2.49 0.85 0.13
H -3.46 0.15 0.94 0.14
H -1.70 -0.25 0.69 0.09
H -1.62 0.52 -1.33 0.07
H -3.23 0.26 -1.33 0.10
H 4.82 -2.78 -2.65 -0.01
H 5.23 -4.34 -2.24 0.00
H 5.32 -3.84 -3.81 0.00
```

E   -10412.52715 eV
Orbital gap   3.12 eV
Total charge   +1
E_HOMO   -11.72 eV
Energy relative to the best compared isomer or geometry (same formula, charge and spin)   130.7 kcal per mole
Largest force on an atom   3.3 eV Å⁻¹

Here is a single C15H24N2O2 molecule from OMol25. Energies are from ωB97M-V with the def2-TZVPD basis set.

```
43
Properties=species:S:1:pos:R:3:lowdin_charge:R:1
C 3.20 1.08 -1.43 -0.08
C 1.81 1.61 -1.77 -0.16
C 0.86 1.61 -0.56 -0.48
C 0.78 0.26 -0.01 0.01
C 0.73 -0.84 0.48 0.03
C 0.52 -2.19 0.98 -0.19
N -0.68 -2.83 0.45 -0.17
C -1.90 -2.13 0.81 -0.17
C -3.09 -2.97 0.34 -0.20
O -3.05 -3.18 -1.05 -0.13
C -1.86 -3.83 -1.41 -0.20
C -0.63 -3.02 -0.99 -0.17
C -0.58 2.02 -0.96 -0.17
C -0.66 3.44 -1.53 -0.08
O 1.38 2.58 0.38 -0.09
C 1.57 2.20 1.71 -0.20
C 0.26 2.08 2.51 -0.14
C 0.53 1.78 3.89 -0.24
N 0.76 1.54 4.98 0.15
H 3.84 1.13 -2.30 0.07
H 3.14 0.05 -1.09 0.07
H 3.64 1.68 -0.63 0.08
H 1.36 1.01 -2.57 0.13
H 1.90 2.64 -2.12 0.11
H 1.38 -2.81 0.71 0.13
H 0.43 -2.16 2.07 0.13
H -1.94 -2.02 1.90 0.13
H -1.96 -1.13 0.35 0.12
H -4.03 -2.45 0.55 0.13
H -3.09 -3.93 0.86 0.13
H -1.89 -3.94 -2.50 0.13
H -1.82 -4.82 -0.94 0.13
H 0.27 -3.57 -1.24 0.13
H -0.63 -2.06 -1.53 0.13
H -1.21 1.96 -0.08 0.11
H -0.95 1.30 -1.69 0.12
H -0.13 4.13 -0.87 0.08
H -1.70 3.74 -1.60 0.07
H -0.21 3.49 -2.52 0.07
H 2.18 3.00 2.14 0.14
H 2.13 1.26 1.78 0.13
H -0.35 1.27 2.09 0.11
H -0.30 3.02 2.44 0.13
```

E   -23016.97683 eV
SMILES   CCC(C#CCN1CCOCC1)(CC)OCCC#N
Orbital gap   9.84 eV
E_HOMO   -9.15 eV
Energy relative to the best compared isomer or geometry (same formula, charge and spin)   127.9 kcal per mole
Largest force on an atom   0.9 eV Å⁻¹

Here is a molecular structure, C2H4InO2 in a non-equilibrium geometry from OMol25. Energies are from ωB97M-V with the def2-TZVPD basis set.

```
9
Properties=species:S:1:pos:R:3:lowdin_charge:R:1
O 0.30 1.42 -0.15 0.03
H 0.05 2.35 -0.29 0.21
O 0.77 -1.10 0.07 0.03
In 2.19 0.45 0.08 1.70
H 0.86 -2.05 0.14 0.21
C -0.57 -0.70 0.15 0.14
C -0.80 0.64 0.09 0.13
H -1.57 0.34 -0.79 0.31
H -1.24 -1.35 0.70 0.23
```

E   -11364.41191 eV
Orbital gap (spin up / spin down)   6.99 / 8.53 eV
Total charge   +3
E_HOMO (spin up / spin down)   -26.29 / -27.70 eV
Energy relative to the best compared isomer or geometry (same formula, charge and spin)   0.0 kcal per mole
Largest force on an atom   5.3 eV Å⁻¹